The following is a DFT calculation (ωB97M-V with the def2-TZVPD basis set) of 3 unconnected molecules or ions with the total composition C3H11NO4.

XYZ file:
```
19
Properties=species:S:1:pos:R:3:forces:R:3
O 2.3416 0.0383 -1.0557 0.3 0.1 -0.1
C 1.7153 0.9219 -0.4996 -0.3 -0.5 0.2
N 0.7658 0.6804 0.4315 0.1 0.5 -0.4
C -0.1963 1.6922 0.8702 -0.1 -0.8 0.2
C -1.6308 1.1857 0.7515 -0.8 0.5 -0.2
O -2.2161 0.6354 1.9223 0.4 -0.1 0.1
H 1.8666 1.9908 -0.7153 0.0 0.0 0.0
H 0.5529 -0.2975 0.5742 0.0 0.0 0.1
H 0.0207 1.9554 1.9018 -0.1 0.2 0.2
H -0.1124 2.5795 0.2452 0.3 0.0 0.0
H -2.2590 2.0557 0.5454 0.0 0.0 0.0
H -1.7466 0.5152 -0.1072 0.2 0.0 0.1
H -1.8702 -0.2455 2.0975 0.0 0.0 -0.2
O 1.6573 -2.7988 -1.1515 0.1 0.0 0.1
H 2.2269 -2.0193 -1.0946 -0.1 0.3 -0.1
H 2.1753 -3.5116 -0.7678 -0.1 -0.1 0.0
O -1.3238 -1.6297 -1.0362 0.1 0.1 -0.1
H -0.3909 -1.4479 -1.2274 -0.2 -0.3 0.0
H -1.5764 -2.3003 -1.6842 0.1 0.1 0.2
```
Forces are in eV/Å.

The total energy comes out at -476.62278 Eh. As for the LUMO energy: 0.78 eV. Its SMILES is O=CNCCO.O.O. The value obtained for the energy above the lowest of the compared OMol25 structures with the same formula, charge and spin is 144.1 kJ/mol. Its HOMO-LUMO gap is 10.8 eV. The highest occupied orbital energy comes out at -0.3694 hartree.

The following is a DFT calculation (ωB97M-V with the def2-TZVPD basis set) of 2 unconnected molecules or ions with the total composition C8H11BrN4.

XYZ file:
```
24
Properties=species:S:1:pos:R:3:forces:R:3
C -2.1133 -10.3329 6.7546 2.1 3.4 -0.8
C -6.6163 -8.9110 4.9377 -3.8 2.2 -2.1
C -3.0228 -11.1498 7.0846 -2.1 -0.3 1.3
C -3.2487 -8.3566 5.8991 -0.3 1.0 -1.5
C -6.2800 -10.1042 5.7093 1.8 0.7 0.3
C -4.5269 -8.8431 5.4007 -1.2 -1.8 1.2
C 4.1331 9.3256 -6.8572 0.6 -1.8 -1.2
C 4.0229 9.3851 -5.4382 0.0 -1.6 2.0
N -2.3880 -9.0187 6.4793 1.5 -2.5 0.3
N -5.4263 -8.1783 4.8202 0.8 2.3 -1.0
N -5.0248 -10.0121 6.0012 0.4 -1.5 0.4
N 5.0067 8.9661 -4.6203 -2.0 2.0 0.4
Br -7.3763 -11.3063 6.5075 -0.6 -0.6 0.0
H -1.0950 -10.6150 6.6268 1.0 -0.1 -0.5
H -7.0251 -8.9566 3.8024 0.4 -0.4 2.7
H -3.4799 -11.9361 7.5123 -1.2 -2.6 0.9
H -2.9610 -7.3632 5.6966 -0.4 1.7 0.2
H 3.9466 10.3335 -7.1959 0.3 0.4 -0.8
H 5.0197 8.7467 -7.1876 -0.1 1.2 -0.1
H 3.3089 8.6945 -7.2618 0.0 0.6 0.4
H -7.4009 -8.2316 5.5519 1.5 -1.5 -1.5
H 2.9068 9.6607 -5.1807 2.7 -0.4 0.9
H 4.8550 9.0507 -3.5866 0.1 -0.2 -1.3
H 6.0247 8.8646 -4.8618 -1.6 -0.1 -0.4
```
Forces are in eV/Å.

The total energy comes out at -3103.63677 Eh. As for the LUMO energy (alpha / beta): -6.19 / -8.67 eV. As for the multiplicity: 3. The expectation value of S² is 2.039. Its HOMO-LUMO gap (alpha / beta) is 7.8 / 6.0 eV. The highest occupied orbital energy (alpha / beta) comes out at -0.5136 / -0.5382 hartree. Its total charge is +2.

The following is a DFT calculation (ωB97M-V with the def2-TZVPD basis set) of a molecular structure, C7H7NO3.

XYZ file:
```
18
Properties=species:S:1:pos:R:3:forces:R:3
C -1.6613 0.3956 0.1148 -2.6 -1.5 -4.8
C -0.1663 -0.0330 0.0945 0.6 1.9 1.4
C 0.3458 -1.3441 -0.0529 -0.8 2.0 -0.5
C 1.7008 -1.6471 -0.1655 -1.5 -3.1 0.5
C 2.5310 -0.6699 -0.0208 -0.3 7.7 -0.6
C 2.1197 0.8098 -0.0561 0.2 -3.0 1.2
C 0.7701 1.1185 0.1618 1.2 0.0 -0.9
H -4.1079 0.5827 -0.3006 0.4 -3.9 0.6
H -2.6297 -1.0282 1.3784 -0.2 -0.2 0.4
H -0.2670 -2.1181 -0.3655 -1.9 -1.2 0.1
H 2.1532 -2.6703 -0.2902 -1.2 1.0 0.1
H 3.5233 -0.8150 -0.0780 3.5 -0.5 -0.1
H 2.9521 1.5497 -0.1108 -1.0 -0.5 0.2
H 1.1682 3.2603 -0.3074 -3.6 -4.0 3.0
N -2.6287 -0.5460 0.5033 -1.1 0.2 -0.7
O -4.0529 -0.4971 -0.0807 3.3 4.3 0.9
O -2.1097 1.1795 -0.7650 1.6 -0.3 2.4
O 0.3592 2.4725 0.3408 3.4 1.2 -3.0
```
Forces are in eV/Å.

The total energy comes out at -551.21598 Eh. As for the LUMO energy: -0.04 eV. The value obtained for the energy above the lowest of the compared OMol25 structures with the same formula, charge and spin is 602.6 kJ/mol. Its HOMO-LUMO gap is 9.2 eV. The highest occupied orbital energy comes out at -0.3394 hartree.

The following is a DFT calculation (ωB97M-V with the def2-TZVPD basis set) of 2 unconnected molecules or ions with the total composition C4H9NOS.

XYZ file:
```
16
Properties=species:S:1:pos:R:3:forces:R:3
C 0.4373 1.1684 -1.3064 2.0 -2.4 3.5
C 0.9953 0.4490 -0.3132 0.4 1.2 -0.8
C 2.0066 0.8892 0.7236 2.4 1.0 -4.1
C 0.6817 -0.9925 -0.0622 -0.1 2.7 0.0
N -0.3429 -0.9346 0.8507 0.1 -1.4 -0.2
O 1.3318 -1.8749 -0.5560 -0.8 -1.2 0.3
H -0.2225 0.7337 -1.9183 -2.5 -2.0 -2.2
H 0.5890 2.1316 -1.5562 1.0 3.3 -0.2
H 2.9989 0.2652 0.4522 -1.9 1.9 0.7
H 1.7704 0.6545 1.6866 -0.9 -0.9 2.6
H 2.0849 2.0137 0.6621 0.6 -1.2 0.0
H -0.3988 -0.1091 1.4424 -0.2 -0.5 -0.5
H -0.6921 -1.8024 1.1857 -0.3 -0.6 0.7
S -3.7294 -0.6500 0.1668 0.9 -1.0 -1.5
H -2.8283 -1.4039 -0.6586 -1.4 1.1 1.1
H -4.6821 -0.5379 -0.7992 0.4 -0.1 0.4
```
Forces are in eV/Å.

The total energy comes out at -685.93587 Eh. As for the LUMO energy: 0.62 eV. Its SMILES is C=C(C)C(N)=O.S. The value obtained for the energy above the lowest of the compared OMol25 structures with the same formula, charge and spin is 218.1 kJ/mol. Its HOMO-LUMO gap is 10.2 eV. The highest occupied orbital energy comes out at -0.3507 hartree.

The following is a DFT calculation (ωB97M-V with the def2-TZVPD basis set) of a gas-phase ion, C10H6BrClNO2 (charge -1).

XYZ file:
```
21
Properties=species:S:1:pos:R:3:forces:R:3
C 2.1626 1.9714 0.0953 0.6 -0.5 0.0
C 2.6123 0.6358 0.2415 0.3 0.9 0.0
C 0.8363 2.2175 -0.0167 -0.6 0.1 -0.2
C 1.7446 -0.4065 0.2405 -0.7 -0.3 -0.1
C -0.1336 1.1638 0.0307 0.6 -0.8 0.3
C -1.4706 1.4174 0.1608 -2.1 -2.7 0.9
C 0.3343 -0.2201 0.0776 1.8 1.5 0.1
C 0.0078 -2.8349 0.1908 -0.3 1.7 -0.1
C -1.8260 -1.1255 -0.4978 0.4 -1.0 0.8
C -2.6222 -0.3288 0.5007 1.7 4.1 -2.9
N -0.4501 -1.2602 -0.0721 -1.3 -2.0 0.0
O -0.5887 -3.5618 -0.5550 -0.8 -1.0 -0.9
O 0.8116 -2.9260 1.0772 0.9 -0.3 1.0
Cl -2.1531 2.9483 0.2508 -0.5 0.3 0.1
Br -4.3356 0.1107 -0.2920 0.2 -0.3 0.7
H 2.8842 2.7768 0.0848 0.0 0.1 0.0
H 3.6737 0.4483 0.3383 0.0 0.0 0.0
H 0.4628 3.2286 -0.1110 0.0 0.0 0.0
H 2.1053 -1.4156 0.3416 0.0 0.0 0.0
H -2.2295 -2.1434 -0.5700 0.1 0.1 -0.2
H -1.8261 -0.6958 -1.5159 -0.5 0.2 0.4
```
Forces are in eV/Å.

The total energy comes out at -3624.01329 Eh. As for the LUMO energy (alpha / beta): 2.85 / 1.34 eV. As for the multiplicity: 3. The expectation value of S² is 2.041. Its HOMO-LUMO gap (alpha / beta) is 5.8 / 5.9 eV. The highest occupied orbital energy (alpha / beta) comes out at -0.1088 / -0.1674 hartree. Its total charge is -1.

The following is a DFT calculation (ωB97M-V with the def2-TZVPD basis set) of 3 unconnected molecules or ions with the total composition C2H9O2S.

XYZ file:
```
14
Properties=species:S:1:pos:R:3:forces:R:3
C 0.0657 -0.0096 2.1546 -0.2 1.2 -0.4
C -0.0828 -0.6301 0.7514 0.4 1.1 -0.1
S 1.2765 -0.0502 -0.3873 -0.1 -0.7 0.2
H 0.6381 0.9148 2.0323 0.3 -0.2 -0.1
H 0.5654 -0.5654 2.9466 -0.2 -0.4 -0.1
H -0.8981 0.4106 2.4691 -0.1 -0.6 0.5
H -0.9795 -0.1881 0.3137 -0.2 -0.2 0.1
H -0.2350 -1.7051 0.7818 0.3 -0.2 -0.1
H -0.7876 2.7495 -1.7482 -0.1 0.0 0.1
H 0.0853 1.7579 -0.9724 -0.2 -0.2 0.5
O -0.7159 2.3366 -0.8799 0.2 0.2 -0.5
H 1.0232 -1.9723 -2.3550 0.3 -0.1 -0.1
H -0.1618 -1.1891 -2.2506 0.0 0.1 -0.3
O 0.2066 -1.8595 -2.8562 -0.3 0.1 0.3
```
Forces are in eV/Å.

The total energy comes out at -630.30313 Eh. As for the LUMO energy: 4.03 eV. The value obtained for the energy above the lowest of the compared OMol25 structures with the same formula, charge and spin is 36.8 kJ/mol. Its HOMO-LUMO gap is 7.1 eV. The highest occupied orbital energy comes out at -0.1126 hartree. Its total charge is -1.